# 1
Molecular formula: C4H6IO5V
Method: DFT, ωB97M-V/def2-TZVPD

E_LUMO = -0.085 Eh
E = -48266.865 eV
Maximum force = 10.54 eV/Å
HOMO level = -10.25 eV
Net charge = 0
Frontier orbital gap = 7.94 eV
Energy relative to the best compared isomer or geometry (same formula, charge and spin) = 4.1414 eV

```
17
Properties=species:S:1:pos:R:3:forces:R:3:mulliken_charge:R:1
O 1.10150 2.88304 4.03328 1.104 -0.949 -1.101 -0.614
V 1.93036 1.95839 3.00768 5.616 8.234 3.415 1.052
O 2.54651 2.82653 1.78120 -0.574 -0.997 1.943 -0.629
I 0.57831 0.62315 2.04265 -4.465 -4.300 -0.058 0.246
C -1.17662 -1.91129 -0.37457 -0.311 0.391 0.261 -1.477
C -0.61837 -0.51055 -0.19963 -2.256 -1.924 -0.659 0.533
C 0.76202 -0.37404 -0.72185 -0.134 -1.401 -1.013 -0.286
O 0.52849 0.27936 -1.93872 2.733 0.928 -0.803 -0.334
C -0.71630 0.69252 -2.02951 1.168 3.428 -6.775 0.717
O -1.14239 1.34263 -2.97249 0.722 -0.703 1.199 -0.625
O -1.39095 0.26281 -1.10728 -4.381 -0.972 5.536 -0.355
H -1.41639 -2.11469 -1.41823 0.381 0.036 -0.124 0.341
H -2.14326 -1.84268 0.12444 0.069 -0.948 0.298 0.414
H -0.44510 -2.63494 -0.01501 -0.546 -0.281 0.362 0.389
H -0.80060 -0.19996 0.82917 -0.945 -0.425 -1.653 0.055
H 0.98529 -1.39167 -1.04232 1.282 0.052 0.577 0.284
H 1.41751 0.11140 0.00119 0.537 -0.169 -1.406 0.288
```
Positions in Å, forces in eV/Å.

=====

# 2
Molecular formula: NO4S
Method: DFT, ωB97M-V/def2-TZVPD

E_LUMO (alpha / beta) = 0.157 / 0.155 Eh
E = -20512.890 eV
Maximum force = 4.62 eV/Å
HOMO level (alpha / beta) = -4.67 / -4.71 eV
Net charge = -1
Frontier orbital gap (alpha / beta) = 8.93 / 8.93 eV
Energy relative to the best compared isomer or geometry (same formula, charge and spin) = 1.9156 eV

```
6
Properties=species:S:1:pos:R:3:forces:R:3:nbo_charge:R:1
N -1.74981 -0.22230 -0.20160 -2.433 -0.795 0.325 -0.003
O 0.74027 -1.14476 -0.75580 0.012 -0.241 -0.550 -0.995
O 0.01490 1.25190 -0.78301 1.112 -1.337 0.559 -0.991
O -0.90837 -0.31290 0.76404 -1.527 -0.218 0.852 -0.526
O 1.43729 0.36567 1.00632 -0.633 -0.222 -0.003 -1.002
S 0.46571 0.06239 -0.02996 3.469 2.813 -1.183 2.517
```
Positions in Å, forces in eV/Å.

=====

# 3
Molecular formula: C32H33N7O5ReS4
Method: DFT, ωB97M-V/def2-TZVPD

E_LUMO (alpha / beta) = -0.225 / -0.252 Eh
E = -99845.727 eV
Maximum force = 0.59 eV/Å
HOMO level (alpha / beta) = -12.27 / -12.33 eV
2S+1 = 4
Net charge = +2
Frontier orbital gap (alpha / beta) = 6.15 / 5.48 eV
Energy relative to the best compared isomer or geometry (same formula, charge and spin) = 0.2977 eV

```
82
Properties=species:S:1:pos:R:3:forces:R:3:mulliken_spin:R:1
Re 1.65040 0.38685 -0.45025 0.490 0.121 0.263 2.531
C 4.30763 -1.52137 -0.30932 -0.011 -0.083 -0.070 -0.003
O 2.86774 -1.36947 -0.21392 0.048 -0.111 0.055 0.003
C 2.17307 -2.33122 0.55242 0.197 -0.016 -0.054 0.005
C 2.77850 -3.27340 1.35200 -0.057 0.001 0.015 0.006
C 1.95054 -4.17730 2.01238 -0.049 0.010 -0.001 -0.011
C 0.57025 -4.13264 1.86030 0.072 0.029 -0.018 0.011
C -0.01951 -3.17586 1.04683 -0.020 -0.043 0.017 -0.019
C 0.79911 -2.27017 0.40310 -0.041 0.170 -0.069 -0.004
N 0.37335 -1.22920 -0.47287 -0.233 -0.162 0.094 -0.039
N -0.67290 -1.44750 -1.14274 0.151 -0.097 -0.117 0.053
C -0.98405 -0.68653 -2.21372 -0.285 0.067 -0.098 0.013
C -0.04328 0.12541 -2.89158 0.024 0.088 -0.029 0.103
O 1.13839 0.43670 -2.40116 0.221 -0.185 -0.086 0.077
C -0.35440 0.60569 -4.18681 -0.061 -0.019 0.051 -0.010
C -1.58217 0.37924 -4.72941 -0.022 -0.003 -0.005 0.028
C -2.59133 -0.35929 -4.04916 0.023 0.045 -0.084 0.005
C -3.86170 -0.55593 -4.62646 -0.003 -0.036 0.027 0.004
C -4.80893 -1.29462 -3.96881 0.026 -0.005 0.018 0.005
C -4.50348 -1.86596 -2.72305 -0.017 0.007 -0.015 0.000
C -3.27043 -1.68956 -2.14311 0.000 0.008 0.006 0.011
C -2.29294 -0.92417 -2.79568 0.102 0.027 0.038 -0.020
H 4.51709 -2.55018 -0.59218 0.021 0.022 0.006 0.000
H 4.76568 -1.27574 0.64745 0.010 -0.005 -0.013 0.001
H 4.64074 -0.84632 -1.08929 -0.003 -0.007 0.000 -0.002
H 3.84991 -3.32338 1.47003 0.017 -0.017 0.022 0.000
H 2.40004 -4.92305 2.65280 -0.004 -0.019 0.001 0.000
H -0.05519 -4.84346 2.38102 -0.007 -0.016 0.009 0.000
H -1.09113 -3.12206 0.91535 -0.017 0.002 0.024 -0.004
H 0.41161 1.14700 -4.72583 0.011 0.010 -0.011 0.001
H -1.80634 0.76618 -5.71632 -0.012 0.004 -0.009 0.000
H -4.07345 -0.12332 -5.59569 -0.002 0.019 -0.007 0.001
H -5.78450 -1.44611 -4.40834 -0.015 -0.006 0.003 0.000
H -5.25396 -2.45321 -2.21117 -0.006 -0.018 -0.004 0.000
H -3.04302 -2.13825 -1.18644 -0.019 0.016 0.013 0.003
N -3.26012 -5.17573 3.48139 0.093 -0.018 -0.085 0.001
C -2.98596 -3.86202 3.23454 -0.054 -0.082 0.063 0.001
C -2.09152 -3.15677 4.05559 0.021 0.039 0.015 0.000
C -1.79078 -1.83929 3.79371 -0.017 0.027 0.027 0.001
C -2.37407 -1.19633 2.70368 -0.042 -0.104 -0.035 0.003
C -3.27630 -1.87501 1.89015 0.021 -0.012 0.058 -0.001
C -3.57679 -3.19721 2.14977 -0.010 0.049 -0.061 0.001
S -1.95427 0.45114 2.34108 0.014 -0.159 0.028 -0.003
O -2.84428 0.93399 1.31894 -0.156 -0.038 -0.004 0.001
O -1.81681 1.20307 3.56413 -0.051 0.010 0.049 0.004
N -0.48736 0.36787 1.62284 -0.382 -0.019 -0.237 0.076
C 0.61680 0.59965 2.27419 0.535 0.052 0.237 -0.013
S 0.85987 1.10045 3.93067 0.082 -0.130 -0.011 -0.010
C 2.58138 1.03876 3.69338 -0.040 0.042 0.069 0.029
C 2.89776 0.72270 2.43690 -0.116 -0.131 -0.199 -0.018
N 1.80022 0.48401 1.60350 -0.109 0.101 0.354 0.012
H -2.96476 -5.59355 4.34588 -0.054 0.025 0.012 0.000
H -4.01875 -5.62748 3.00202 -0.006 0.021 0.038 0.000
H -1.65568 -3.65037 4.91509 0.016 -0.003 0.005 0.000
H -1.12043 -1.29911 4.45042 0.005 0.011 -0.003 0.000
H -3.75233 -1.34891 1.07422 -0.004 0.006 -0.036 0.000
H -4.29050 -3.72410 1.52845 -0.012 0.008 -0.001 0.000
H 3.26048 1.25750 4.49970 0.010 -0.003 0.023 0.002
H 3.89413 0.63954 2.03595 0.027 0.018 -0.011 0.005
C 4.48627 4.66818 0.28733 -0.004 -0.036 -0.041 -0.001
N 3.70239 4.36713 -0.91153 -0.011 0.080 0.038 0.002
C 3.20408 5.32439 -1.77881 -0.046 -0.042 -0.007 0.002
C 2.51527 4.67766 -2.74380 0.087 -0.024 0.057 0.002
N 2.61637 3.33407 -2.45358 -0.066 -0.011 -0.035 0.000
C 3.33167 3.15591 -1.33601 -0.055 -0.159 -0.097 0.039
S 3.76358 1.62735 -0.64914 -0.061 0.191 -0.058 0.021
H 3.85276 5.16365 1.01962 0.006 -0.001 0.000 0.000
H 5.31653 5.31396 0.01400 0.007 -0.003 0.008 0.001
H 4.86652 3.73852 0.69920 -0.007 0.018 0.004 0.001
H 3.39330 6.37265 -1.63471 0.018 0.024 0.007 0.000
H 2.00180 5.05109 -3.61047 -0.027 -0.002 -0.016 0.000
H 2.20160 2.56236 -2.95851 0.022 -0.024 -0.010 0.000
C -1.09192 3.45793 -1.78357 0.105 0.196 0.014 0.004
S -0.90634 2.28069 -0.46919 -0.202 -0.282 0.253 0.029
C -1.24973 3.35002 0.90653 0.082 0.158 -0.013 0.005
O 0.65959 2.12510 -0.37788 -0.120 0.224 -0.187 0.059
H -2.14584 3.73447 -1.81853 -0.015 0.008 0.002 0.000
H -0.81959 2.96904 -2.71539 0.021 -0.030 -0.053 0.000
H -0.47030 4.33039 -1.58160 -0.027 0.003 -0.080 0.000
H -2.28505 3.67483 0.81083 -0.018 -0.016 0.018 0.001
H -0.55685 4.18933 0.86343 -0.020 0.035 -0.005 -0.001
H -1.13737 2.78071 1.82521 0.035 0.186 -0.062 0.000
```
Positions in Å, forces in eV/Å.